Entry 1:
9
Properties=species:S:1:pos:R:3 method="wB97M-V/def2-TZVPD" energy_ha=-700.750699 charge=+1 e_above_lowest_kj_mol=32.6 e_lumo_ev="-3.85 / -6.83" spin_multiplicity=3
O -0.75 -0.97 2.35
C -0.98 -0.11 1.58
O -1.70 0.47 0.84
Mg -1.49 1.62 -1.07
Li 1.31 -1.75 1.94
C 1.23 -0.24 0.53
C 0.92 0.00 -0.64
O 0.39 0.66 -1.61
Hg 1.07 0.32 -3.92

***

Entry 2:
6
Properties=species:S:1:pos:R:3 method="wB97M-V/def2-TZVPD" energy_ha=-298.937977 e_above_lowest_kj_mol=206.6 e_lumo_ev=-2.23
O -0.24 1.63 0.30
C -0.13 0.48 0.05
C -1.34 -0.36 -0.85
N -1.50 -0.58 0.31
C 1.11 -0.29 0.08
N 2.09 -0.89 0.10

***

Entry 3:
9
Properties=species:S:1:pos:R:3 method="wB97M-V/def2-TZVPD" smiles="N#CC(C(=O)[O-])=[N+]([O-])[O-]" energy_ha=-524.669764 charge=-2 e_above_lowest_kj_mol=232.3 e_lumo_ev=7.09
N -1.65 -1.97 0.68
C -1.09 -0.98 0.43
C -0.22 0.04 0.19
C -0.58 1.26 -0.46
O 0.19 2.20 -0.73
O -1.88 1.22 -0.73
N 1.35 -0.46 0.25
O 2.27 0.31 -0.16
O 1.61 -1.62 0.54